No. 1
Computed, not measured: a 2-piece molecular cluster, C5H13NO2 overall, with the ωB97M-V functional and the def2-TZVPD basis.

Each line ends with the Mulliken charge.
Cartesian coordinates (Å):
C: -0.458 -1.974 -0.546  -0.91
N: -0.940 -1.215 0.624  -0.11
C: -0.649 0.097 0.902  0.36
O: -1.054 0.613 1.921  -0.65
C: 0.043 0.901 -0.193  0.51
C: -1.092 1.219 -1.200  -1.38
C: 0.632 2.253 0.263  -1.46
H: -1.217 -2.638 -0.974  0.29
H: 0.315 -2.603 -0.100  0.39
H: -0.305 -1.271 -1.340  0.28
H: -1.529 -1.701 1.277  0.24
H: 0.959 0.408 -0.518  0.34
H: -1.937 1.502 -0.580  0.41
H: -0.830 1.927 -1.987  0.39
H: -1.306 0.311 -1.772  0.36
H: 0.492 2.428 1.362  0.35
H: -0.121 3.061 0.168  0.34
H: 1.629 2.532 -0.042  0.31
O: 2.692 -1.714 0.666  -0.61
H: 1.789 -2.012 0.544  0.27
H: 2.888 -2.123 1.525  0.30

Results
HOMO-LUMO gap   10.33 eV
SMILES   CNC(=O)C(C)C.O
Energy relative to the best compared isomer or geometry (same formula, charge and spin)   1.693 eV
Multiplicity   1
HOMO level   -0.35610 Eh

No. 2
Computed, not measured: a 3-piece molecular cluster, C4H16N2O overall, with the ωB97M-V functional and the def2-TZVPD basis.

Each line ends with the Mulliken charge.
Cartesian coordinates (Å):
C: 2.428 -1.069 1.624  -1.00
C: 1.707 -0.129 0.626  -0.35
C: 0.392 0.310 1.234  -0.47
C: -0.652 1.051 0.378  -0.80
N: -1.263 -0.021 -0.424  -0.15
N: 1.392 -0.742 -0.637  -0.30
H: 2.967 -0.541 2.404  0.40
H: 1.731 -1.783 2.074  0.28
H: 3.183 -1.634 1.075  0.40
H: 2.290 0.785 0.419  0.56
H: 0.694 1.041 2.001  0.42
H: -0.101 -0.481 1.854  0.31
H: -1.380 1.554 1.003  0.41
H: -0.251 1.772 -0.331  0.39
H: -1.875 0.228 -1.231  0.24
H: -0.483 -0.564 -0.784  0.40
H: -1.796 -0.674 0.179  0.42
H: 0.270 -2.022 0.567  0.54
H: 2.240 -1.024 -1.114  0.35
H: 0.948 -1.707 -0.292  -0.01
H: -3.023 1.457 -2.968  0.32
H: -4.167 0.729 -2.246  0.31
O: -3.217 0.822 -2.264  -0.66

Results
HOMO-LUMO gap   5.84 eV
Energy relative to the best compared isomer or geometry (same formula, charge and spin)   6.625 eV
Charge   +2
Multiplicity   1
HOMO level   -0.69753 Eh

No. 3
Computed, not measured: C3H4N2O3 as an isolated structure, with the ωB97M-V functional and the def2-TZVPD basis.

Each line ends with the Mulliken charge.
Cartesian coordinates (Å):
C: 1.065 -0.537 -0.673  0.38
C: -0.934 -0.325 0.109  0.44
C: -0.290 0.868 0.462  0.16
H: 2.213 -2.316 -0.817  0.41
H: -2.761 0.003 0.645  0.36
H: -0.665 2.030 2.063  0.35
H: 1.941 1.067 0.551  0.34
N: -0.086 -1.073 -0.487  -0.59
N: 0.892 0.679 0.019  -0.17
O: 2.256 -1.106 -1.028  -0.60
O: -2.206 -0.765 0.150  -0.55
O: -0.726 2.114 1.058  -0.53

Results
HOMO-LUMO gap   7.71 eV
Energy relative to the best compared isomer or geometry (same formula, charge and spin)   4.434 eV
Multiplicity   1
HOMO level   -0.27994 Eh

multiplicity of number 2 (C4H16N2O)? 1

Which value of HOMO level does entry 3 give? -0.27994 Eh

HOMO level of number 2 (C4H16N2O)? -0.69753 Eh

Number 1 is which compound? C5H13NO2